1.
The following is a DFT calculation (wB97M-V/def2-TZVPD) of a 2-piece molecular cluster, C5H4O3 overall.

Its highest occupied orbital energy is -9.49 eV.

Structure (ORCA input):
```
! RIJCOSX wB97M-V def2-TZVPD def2/J DEFGRID3
* xyz 0 1
C 0.596 1.784 -0.515
C 0.502 0.483 -0.464
C -0.919 -1.360 -0.093
C -0.006 -1.323 1.022
C 0.881 -0.258 0.763
H 1.912 3.215 -0.311
H -0.128 2.381 -1.227
H 0.380 -2.415 1.366
H 1.867 -0.022 1.332
O 1.167 2.567 0.638
O -0.755 -0.233 -1.063
O -1.708 -2.224 -0.254
*
```

These are the natural (NBO) partial charges, in e, on atoms 1 to 4: C 0.10; C 0.13; C 0.73; C -0.36

2.
The following is a DFT calculation (wB97M-V/def2-TZVPD) of one molecule with the formula C5H4O3.

Its highest occupied orbital energy is -10.29 eV. The structure (SMILES) is O=C1C=CC(=O)C1O.

Structure (ORCA input):
```
! RIJCOSX wB97M-V def2-TZVPD def2/J DEFGRID3
* xyz 0 1
O 2.460 0.532 -0.500
C 1.140 0.110 -0.203
C 0.837 -1.272 0.132
C -0.427 -1.488 0.332
C -1.225 -0.168 -0.073
O -2.558 0.073 -0.535
C -0.211 0.923 -0.194
O -0.328 2.212 0.381
H 1.693 -2.044 0.264
H -0.860 -2.479 0.463
H -0.573 1.106 -1.324
H 0.052 2.495 1.258
*
```

These are the natural (NBO) partial charges, in e, on atoms 1 to 4: O -0.51; C 0.48; C -0.25; C -0.20

3.
The following is a DFT calculation (wB97M-V/def2-TZVPD) of one molecule with the formula C5H4O3.

Its highest occupied orbital energy is -8.63 eV. The structure (SMILES) is O=C1C=C/C(=C/O)O1.

Structure (ORCA input):
```
! RIJCOSX wB97M-V def2-TZVPD def2/J DEFGRID3
* xyz 0 1
O -2.697 -1.372 0.117
C -1.673 -0.708 -0.024
C -1.638 0.789 -0.060
C -0.351 1.127 -0.042
C 0.420 -0.054 0.016
C 1.764 -0.071 0.082
O 2.562 -1.025 -0.025
O -0.409 -1.187 -0.114
H -2.571 1.374 -0.213
H 0.235 2.055 0.146
H 2.290 0.868 0.301
H 2.068 -1.795 -0.185
*
```

These are the natural (NBO) partial charges, in e, on atoms 1 to 4: O -0.57; C 0.73; C -0.34; C -0.18

Stability, lowest: 1

1.
The following is a DFT calculation (wB97M-V/def2-TZVPD) of one molecule with the formula C2H3N3O3.

Its highest occupied orbital energy is -10.55 eV. The structure (SMILES) is COn1onnc1=O.

Structure (ORCA input):
```
! RIJCOSX wB97M-V def2-TZVPD def2/J DEFGRID3
* xyz 0 1
C 2.621 0.098 -0.176
O 1.420 -0.031 0.617
N 0.360 -0.154 -0.245
O -0.227 -1.368 -0.178
N -1.582 -1.217 0.041
N -1.966 -0.030 0.136
C -0.777 0.788 -0.052
O -0.887 1.946 -0.077
H 2.696 -0.813 -0.946
H 2.764 1.031 -0.803
H 3.346 -0.105 0.702
*
```

These are the natural (NBO) partial charges, in e, on atoms 1 to 4: C -0.27; O -0.35; N 0.04; O -0.19

2.
The following is a DFT calculation (wB97M-V/def2-TZVPD) of a 2-piece molecular cluster, C2H3N3O3 overall.

Its highest occupied orbital energy is -8.98 eV.

Structure (ORCA input):
```
! RIJCOSX wB97M-V def2-TZVPD def2/J DEFGRID3
* xyz 0 1
C -0.380 -0.378 -0.081
C 0.499 -1.413 0.242
H -3.252 -0.005 -0.195
H 0.145 -2.399 0.770
H 1.274 2.599 0.385
N -1.554 -0.642 0.065
N 1.753 -1.015 0.091
N 0.408 0.766 -0.464
O -2.402 0.261 -0.146
O 1.640 0.319 -0.449
O 0.370 1.519 0.625
*
```

These are the natural (NBO) partial charges, in e, on atoms 1 to 4: C 0.19; C -0.03; H 0.48; H 0.25

Stability, lowest: 2

1.
The following is a DFT calculation (wB97M-V/def2-TZVPD) of a 2-piece molecular cluster, C6H11N3O3S overall.

Its highest occupied orbital energy is -8.77 eV.

Structure (ORCA input):
```
! RIJCOSX wB97M-V def2-TZVPD def2/J DEFGRID3
* xyz 0 1
C 2.637 -0.062 0.896
C 1.606 0.856 1.045
C 0.972 -0.480 -0.579
C 2.938 -1.998 -0.706
C -2.477 2.630 -0.067
C -1.627 0.433 0.548
N 2.288 -0.902 -0.095
N 0.596 0.610 0.128
N -2.160 1.207 -0.293
O -3.216 -1.279 0.590
O -0.922 -2.188 0.259
O -2.016 -0.938 -1.538
S -1.992 -1.270 -0.162
H 3.620 -0.207 1.231
H 1.583 1.584 1.813
H 0.550 -1.123 -1.312
H 2.264 -2.636 -1.183
H 3.768 -1.761 -1.344
H 3.442 -2.650 0.023
H -3.535 2.680 -0.383
H -2.490 2.923 0.999
H -1.743 3.275 -0.507
H -1.516 0.668 1.651
H -2.571 0.629 -1.011
*
```

These are the natural (NBO) partial charges, in e, on atoms 1 to 4: C -0.07; C -0.10; C 0.21; C -0.41

2.
The following is a DFT calculation (wB97M-V/def2-TZVPD) of a 2-piece molecular cluster, C6H11N3O3S overall.

Its highest occupied orbital energy is -10.12 eV.

Structure (ORCA input):
```
! RIJCOSX wB97M-V def2-TZVPD def2/J DEFGRID3
* xyz 0 1
C 3.114 -0.534 -0.376
C 1.435 -1.000 -1.573
C 0.005 2.535 0.108
C -2.350 -1.487 1.132
C -0.530 1.169 0.693
C -0.320 0.049 -0.333
N 2.786 -1.129 -1.520
N 2.038 0.012 0.245
N 1.034 -0.256 -0.562
O -2.109 -1.323 -1.644
O -0.601 -2.661 -0.358
O 0.094 0.765 1.934
S -1.367 -1.466 -0.439
H 4.159 -0.463 0.092
H 0.794 -1.401 -2.259
H 0.850 2.747 0.769
H -0.634 3.496 0.092
H 0.379 2.466 -0.978
H -2.940 -2.358 1.086
H -1.691 -1.236 1.912
H -2.892 -0.499 0.949
H -1.505 1.394 0.994
H -0.827 0.436 -1.699
H 1.078 0.743 1.737
*
```

These are the natural (NBO) partial charges, in e, on atoms 1 to 4: C 0.16; C 0.21; C -0.65; C -0.82

Stability, lowest: 2

1.
The following is a DFT calculation (wB97M-V/def2-TZVPD) of a 2-piece molecular cluster, CH3O4Si overall.

Its highest occupied orbital energy is -4.01 eV.

Structure (ORCA input):
```
! RIJCOSX wB97M-V def2-TZVPD def2/J DEFGRID3
* xyz -1 1
C 0.481 -0.773 -0.517
O 0.670 -1.379 0.572
O 0.526 -1.614 -1.626
O 0.659 0.390 2.257
O 0.673 2.979 1.919
Si 0.028 1.646 1.646
H 0.730 -0.365 1.447
H 0.283 -0.946 -2.325
H -1.318 1.550 0.899
*
```

These are the natural (NBO) partial charges, in e, on atoms 1 to 4: C 0.25; O -0.74; O -0.77; O -1.19

2.
The following is a DFT calculation (wB97M-V/def2-TZVPD) of a 2-piece molecular cluster, CH3O4Si overall.

Its highest occupied orbital energy is -5.20 eV.

Structure (ORCA input):
```
! RIJCOSX wB97M-V def2-TZVPD def2/J DEFGRID3
* xyz -1 1
C 0.574 1.083 0.091
O 2.175 0.148 0.623
O 0.771 2.204 -0.077
O -0.474 -1.544 0.094
O -2.365 0.305 0.673
Si -1.120 -0.006 -0.141
H 0.292 -1.620 -0.509
H 1.554 -0.469 0.908
H -1.407 -0.102 -1.662
*
```

These are the natural (NBO) partial charges, in e, on atoms 1 to 4: C 0.46; O -0.96; O -0.50; O -1.11

Stability, lowest: 1

1.
The following is a DFT calculation (wB97M-V/def2-TZVPD) of a 2-piece molecular cluster, C3H4FO2Si overall.

Its highest occupied orbital energy is -2.97 eV.

Structure (ORCA input):
```
! RIJCOSX wB97M-V def2-TZVPD def2/J DEFGRID3
* xyz -1 1
C -1.963 -1.633 -0.345
C 1.525 0.468 -0.160
C 1.769 0.995 1.030
O -1.593 -0.892 0.628
O -2.440 -2.736 -0.455
F 1.973 2.341 1.200
Si -1.191 -0.132 -1.167
H 1.431 0.873 -1.137
H 1.194 -0.568 -0.165
H 1.777 0.564 2.009
H -2.483 0.721 -1.437
*
```

These are the natural (NBO) partial charges, in e, on atoms 1 to 4: C 0.48; C -0.50; C 0.19; O -0.77

2.
The following is a DFT calculation (wB97M-V/def2-TZVPD) of a 2-piece molecular cluster, C3H4FO2Si overall.

Its highest occupied orbital energy is -3.46 eV.

Structure (ORCA input):
```
! RIJCOSX wB97M-V def2-TZVPD def2/J DEFGRID3
* xyz -1 1
C -1.078 0.199 -1.894
C 1.454 -0.127 0.969
C 0.571 0.631 1.565
O -2.212 -0.216 -2.296
O -0.679 1.365 -1.892
F 0.422 0.780 2.911
Si -1.031 -1.681 -1.623
H 2.234 -0.626 1.636
H 1.450 -0.222 -0.182
H 0.044 1.360 0.998
H -1.175 -1.464 -0.193
*
```

These are the natural (NBO) partial charges, in e, on atoms 1 to 4: C 0.45; C -0.51; C 0.23; O -0.76

Stability, lowest: 1

1.
The following is a DFT calculation (wB97M-V/def2-TZVPD) of a 2-piece molecular cluster, C3H8N overall.

Its highest occupied orbital energy is -16.72 eV.

Structure (ORCA input):
```
! RIJCOSX wB97M-V def2-TZVPD def2/J DEFGRID3
* xyz 1 1
C 1.604 -0.678 -0.118
C 0.780 0.241 0.690
C -1.604 0.060 -0.105
N 1.538 0.773 -0.235
H 2.521 -1.206 0.407
H 1.314 -1.094 -1.068
H 0.669 0.618 1.723
H -1.849 -0.139 -1.123
H -1.846 1.162 0.097
H -2.163 -0.742 0.257
H 2.182 1.500 -0.244
H -0.494 -0.150 0.083
*
```

These are the natural (NBO) partial charges, in e, on atoms 1 to 4: C -0.22; C 0.20; C -0.68; N -0.45

2.
The following is a DFT calculation (wB97M-V/def2-TZVPD) of an isolated ion of composition C3H8N and charge +1.

Its highest occupied orbital energy is -15.10 eV. The structure (SMILES) is C=C(C)[NH3+].

Structure (ORCA input):
```
! RIJCOSX wB97M-V def2-TZVPD def2/J DEFGRID3
* xyz 1 1
C -0.369 1.361 -0.620
C -0.111 0.158 -0.150
C -0.398 -1.177 -0.727
N 0.717 0.129 1.099
H -0.336 2.192 0.077
H -0.957 1.574 -1.502
H -1.064 -1.102 -1.581
H 0.557 -1.684 -0.928
H -0.842 -1.880 -0.008
H 0.187 0.482 1.904
H 1.545 0.729 1.043
H 1.070 -0.783 1.393
*
```

These are the natural (NBO) partial charges, in e, on atoms 1 to 4: C -0.36; C 0.14; C -0.67; N -0.70

Stability, lowest: 1

1.
The following is a DFT calculation (wB97M-V/def2-TZVPD) of C3H8N as an isolated structure.

Its highest occupied orbital energy is -14.88 eV.

Structure (ORCA input):
```
! RIJCOSX wB97M-V def2-TZVPD def2/J DEFGRID3
* xyz 1 1
C 1.683 0.259 -0.485
C 1.173 -0.502 0.432
C -0.827 -0.534 0.588
N -1.302 0.429 -0.400
H 2.696 -0.002 -0.350
H 1.471 0.891 -1.273
H 1.682 -1.016 1.262
H -1.059 -0.301 1.657
H -1.224 -1.481 0.427
H -1.104 0.315 -1.423
H -0.889 1.466 -0.066
H -2.299 0.476 -0.369
*
```

These are the natural (NBO) partial charges, in e, on atoms 1 to 4: C -0.47; C -0.09; C -0.30; N -0.71

2.
The following is a DFT calculation (wB97M-V/def2-TZVPD) of an isolated ion of composition C3H8N and charge +1.

Its highest occupied orbital energy is -16.30 eV. The structure (SMILES) is C=[NH+]CC.

Structure (ORCA input):
```
! RIJCOSX wB97M-V def2-TZVPD def2/J DEFGRID3
* xyz 1 1
C -1.509 0.474 0.342
N -0.860 -0.287 -0.658
C 0.583 -0.076 -0.737
C 1.254 -0.161 0.711
H -2.033 -0.180 1.031
H -2.055 1.271 -0.186
H -1.016 -1.300 -0.794
H 1.032 -0.499 -1.652
H 0.665 0.968 -1.062
H 0.720 0.740 1.047
H 2.349 0.058 0.661
H 0.870 -1.007 1.297
*
```

These are the natural (NBO) partial charges, in e, on atoms 1 to 4: C 0.14; N -0.41; C -0.26; C -0.56

Stability, lowest: 2

1.
The following is a DFT calculation (wB97M-V/def2-TZVPD) of one molecule with the formula C8H10N2O2.

Its highest occupied orbital energy is -9.22 eV. The structure (SMILES) is C/C(O)=C(\C)C(=O)n1ccnc1.

Structure (ORCA input):
```
! RIJCOSX wB97M-V def2-TZVPD def2/J DEFGRID3
* xyz 0 1
C 3.231 -0.002 -0.120
C 1.937 0.739 -0.166
O 2.112 2.020 -0.411
C 0.738 0.177 0.160
C 0.699 -1.364 0.572
C -0.430 0.973 0.080
O -0.509 2.241 0.100
N -1.696 0.357 0.042
C -1.969 -0.782 -0.712
C -3.324 -0.957 -0.562
N -3.894 0.037 0.280
C -2.897 0.815 0.565
H 3.982 0.292 -0.879
H 2.977 -1.051 -0.305
H 3.792 0.413 0.756
H 1.100 2.261 -0.329
H 1.284 -1.953 -0.194
H -0.278 -1.688 0.761
H 1.296 -1.416 1.465
H -1.106 -1.241 -1.183
H -4.106 -1.587 -0.987
H -2.939 1.717 1.064
*
```

These are the natural (NBO) partial charges, in e, on atoms 1 to 4: C -0.71; C 0.49; O -0.63; C -0.33

2.
The following is a DFT calculation (wB97M-V/def2-TZVPD) of a 2-piece molecular cluster, C8H10N2O2 overall.

Its highest occupied orbital energy is -9.75 eV.

Structure (ORCA input):
```
! RIJCOSX wB97M-V def2-TZVPD def2/J DEFGRID3
* xyz 0 1
C -2.366 0.848 1.598
C 0.034 0.306 -0.303
C -0.126 -1.024 -0.044
C -1.291 -0.251 -0.240
C 0.452 2.637 0.137
C 2.123 -2.058 0.037
C 0.790 1.446 -0.778
C 0.594 -2.207 0.367
N -2.702 1.574 2.398
N -2.558 -0.406 -0.831
O -3.048 -1.532 -0.729
O -3.008 0.528 -1.462
H 0.535 2.300 1.134
H -0.551 2.939 0.023
H 1.115 3.504 0.121
H 2.113 -1.921 -1.027
H 2.642 -2.960 0.349
H 2.279 -1.113 0.368
H 1.867 1.091 -0.674
H 0.290 1.599 -1.771
H 0.558 -2.243 1.438
H 0.258 -3.057 -0.108
*
```

These are the natural (NBO) partial charges, in e, on atoms 1 to 4: C -0.05; C 0.17; C 0.10; C 0.27

Stability, lowest: 2